--- P ---
Formula: H20O10
Source: OMol25
Level of theory: ωB97M-V/def2-TZVPD

```
30
Properties=species:S:1:pos:R:3:mulliken_charge:R:1
H 2.947 1.461 1.394 0.25
O 2.323 -1.388 1.638 -0.59
H -0.319 0.033 0.258 0.39
O 2.415 1.147 0.690 -0.66
O -0.117 0.580 -0.490 -0.70
O -0.954 -1.038 1.584 -0.63
H -1.919 0.082 -2.372 0.29
H -2.433 -1.862 -0.592 0.43
H -3.208 -0.382 -2.940 0.30
O 2.083 -0.267 -1.997 -0.60
H -0.602 1.828 2.332 0.28
O 0.296 1.661 2.600 -0.55
H -1.896 -1.320 1.590 0.30
H -0.307 3.580 0.480 0.26
O -0.068 3.155 -0.338 -0.64
H 0.706 0.366 -0.855 0.39
H 1.521 1.413 0.910 0.38
H -0.174 2.187 -0.260 0.44
H 3.000 -1.463 2.328 0.29
H 0.403 2.457 3.066 0.26
H 2.478 -0.514 1.334 0.37
O -0.888 -2.353 -1.086 -0.62
O -3.299 -1.719 -0.172 -0.65
H -0.440 -1.814 1.834 0.27
O -2.280 -0.407 -3.122 -0.60
H 2.932 0.092 -1.640 0.27
H -3.478 -0.831 -0.264 0.28
H 2.328 -0.338 -2.900 0.27
H -0.169 -1.790 -1.019 0.24
H -0.888 -2.548 -1.993 0.29
```

- HOMO: -10.7 eV

***

--- Q ---
Formula: H20O10
Source: OMol25
Level of theory: ωB97M-V/def2-TZVPD

```
30
Properties=species:S:1:pos:R:3:mulliken_charge:R:1
O 20.206 3.986 -17.255 -0.60
O 19.350 2.241 -14.904 -0.65
H 22.579 0.007 -19.925 0.26
H 21.192 0.336 -18.154 0.37
O 22.892 3.044 -16.858 -0.59
O 21.336 -2.870 -17.986 -0.62
H 21.025 1.171 -16.862 0.21
H 19.456 -1.109 -20.128 0.35
H 19.422 -0.067 -18.981 0.36
H 21.548 -1.990 -18.327 0.30
H 23.072 -0.036 -18.474 0.26
H 23.265 2.254 -17.259 0.26
H 23.560 3.340 -16.228 0.29
H 19.783 2.710 -15.628 0.34
H 20.641 1.932 -21.284 0.31
H 18.895 2.302 -18.396 0.29
O 22.443 -0.451 -19.076 -0.72
H 20.819 -1.614 -21.929 0.32
O 18.265 2.755 -18.972 -0.62
O 20.567 0.933 -17.677 -0.52
H 20.488 4.895 -17.396 0.28
H 21.175 2.609 -20.025 0.31
H 22.160 -3.363 -18.050 0.30
H 17.675 2.058 -19.283 0.31
O 21.382 1.921 -20.669 -0.58
H 21.489 -1.404 -20.569 0.41
H 21.037 3.484 -17.219 0.32
O 18.895 -0.419 -19.713 -0.63
H 18.434 2.533 -14.947 0.32
O 20.822 -1.938 -21.020 -0.66
```

- HOMO: -10.3 eV

***

Which structure above is the least stable? It is Q.